This record from the OMol25 dataset describes a cluster of 3 separate species, C4H15N2O2 in total at a distorted geometry. The level of theory is ωB97M-V/def2-TZVPD.

Geometry as ORCA input:
```
! wB97M-V def2-TZVPD RIJCOSX def2/J DEFGRID3
* xyz 2 2
H -2.4371 0.0809 -2.2681
H 1.0266 -2.5228 1.3092
H 0.2918 3.1949 1.0590
O -1.8494 -0.5346 -2.7226
H -1.8565 2.3172 1.6519
H -1.9012 2.6428 -0.1054
N 0.6999 -0.1282 1.6748
H 1.2378 -2.4777 -0.4127
H 0.7342 -0.6806 2.5306
N 1.1591 -1.9490 0.4694
H 1.5910 1.7032 2.1522
H -0.3537 -1.2104 -2.2350
H 0.0149 1.3537 2.8403
H 0.6144 1.9281 -0.1395
H 1.1447 -0.1104 -0.4352
C 0.0761 2.1643 0.7773
C 0.5833 1.2794 1.9215
O 0.4416 -1.7888 -2.0724
H 0.0788 -2.6503 -2.3331
C 1.0086 -0.6563 0.4828
H -1.6407 -0.0845 -3.5637
C -1.4527 2.0323 0.6757
H -1.7746 1.0010 0.5071
*
```

The value obtained for the energy above the lowest of the compared OMol25 structures with the same formula, charge and spin is 214.52 kJ/mol. Its calculated total energy is -420.6545 Eh. The LUMO energy (alpha / beta) is -0.3380 / -0.5130 Ha. The frontier orbital gap (alpha / beta) is 9.6 / 4.8 eV.

The Löwdin scheme yields these atomic charges, measured in e: atom 1 (H): 0.07, atom 2 (H): 0.19, atom 3 (H): 0.14, atom 4 (O): -0.03, atom 5 (H): 0.10, atom 6 (H): 0.10, atom 7 (N): 0.20, atom 8 (H): 0.15, atom 9 (H): 0.21, atom 10 (N): 0.33, atom 11 (H): 0.22, atom 12 (H): 0.02, atom 13 (H): 0.16, atom 14 (H): 0.11, atom 15 (H): 0.17, atom 16 (C): -0.18, atom 17 (C): -0.10, atom 18 (O): -0.06, atom 19 (H): 0.09, atom 20 (C): -0.01, atom 21 (H): 0.10, atom 22 (C): -0.05, atom 23 (H): 0.08